[1]
{
  "formula": "C4H7NO2S",
  "method": "wB97M-V/def2-TZVPD",
  "smiles": "CC(=O)N(O)CC=S",
  "homo_lumo_gap_ev": 8.3612,
  "total_energy_ha": -759.96083,
  "species": ["C", "C", "O", "N", "O", "C", "C", "S", "H", "H", "H", "H", "H", "H", "H"],
  "coordinates": [[0.942404, 1.715045, 0.183017], [1.185179, 0.364119, -0.383687], [2.128094, 0.112906, -1.173168], [0.440119, -0.655574, 0.025170], [0.931857, -1.945480, -0.214040], [-0.854652, -0.644939, 0.660331], [-1.992868, -0.763821, -0.304228], [-3.189291, 0.264663, -0.610055], [-0.094748, 2.046406, -0.075589], [0.996530, 1.744466, 1.292531], [1.608790, 2.434282, -0.215007], [1.578523, -1.717036, -0.948475], [-0.826303, -1.506952, 1.352191], [-0.919099, 0.269852, 1.257657], [-1.934541, -1.717931, -0.846642]],
  "atomic_forces_ev_per_a": [[-2.161, 0.334, 0.759], [2.369, -0.268, -1.489], [-1.017, 0.356, 1.089], [-0.904, -0.877, 0.696], [0.332, 0.838, -1.302], [0.519, 0.363, 1.126], [-0.087, -0.718, -0.579], [0.430, -0.077, 0.318], [0.703, -0.161, 0.192], [0.074, -0.253, -0.658], [0.780, 0.438, -0.490], [-0.387, -0.408, 0.705], [-0.357, 0.313, -0.219], [-0.163, -0.164, -0.091], [-0.130, 0.283, -0.059]],
  "nbo_charge": [-0.71, 0.63, -0.66, -0.14, -0.55, -0.31, -0.27, 0.11, 0.24, 0.24, 0.25, 0.51, 0.24, 0.23, 0.20]
}

[2]
{
  "formula": "C4H7NO2S",
  "method": "wB97M-V/def2-TZVPD",
  "smiles": "C[C@H]1OC=NSCO1",
  "homo_lumo_gap_ev": 9.7169,
  "total_energy_ha": -759.90559,
  "species": ["C", "C", "O", "C", "N", "S", "C", "O", "H", "H", "H", "H", "H", "H", "H"],
  "coordinates": [[1.367500, 0.677854, 0.680386], [0.354137, 0.876567, -0.295908], [-0.005303, -0.097064, -1.226147], [0.287465, -1.402339, -0.835489], [-0.347242, -2.076023, -0.028902], [-1.481256, -1.427804, 1.014477], [-1.808119, 0.157811, 0.243142], [-0.896725, 1.245095, 0.468769], [1.054888, -0.073416, 1.480155], [2.035439, 1.653101, 1.059341], [2.216126, 0.220151, -0.121364], [0.661337, 1.733164, -0.825383], [1.144003, -1.958688, -1.174152], [-2.861552, 0.479695, 0.480526], [-1.720699, -0.008105, -0.919451]],
  "atomic_forces_ev_per_a": [[6.052, -1.637, 0.417], [-3.462, 2.393, 0.562], [3.086, -0.863, -0.325], [0.712, 0.113, -1.035], [-1.117, -0.861, 2.167], [-0.477, 0.034, 0.099], [-1.516, 1.633, -2.272], [0.074, -1.603, -0.876], [0.898, 1.136, -0.896], [-2.620, -2.491, -0.790], [-1.520, 0.556, 2.586], [-0.323, 1.151, -1.188], [0.505, 0.680, -1.283], [1.232, -0.219, 0.120], [-1.524, -0.021, 2.712]],
  "nbo_charge": [-0.66, 0.32, -0.53, 0.34, -0.58, 0.42, -0.32, -0.55, 0.25, 0.27, 0.21, 0.18, 0.19, 0.23, 0.24]
}

[3]
{
  "formula": "C4H7NO2S2",
  "method": "wB97M-V/def2-TZVPD",
  "smiles": "CS[C@@H](C#N)S(C)(=O)=O",
  "homo_lumo_gap_ev": 9.4708,
  "total_energy_ha": -1158.12678,
  "species": ["C", "S", "C", "C", "N", "S", "C", "O", "O", "H", "H", "H", "H", "H", "H", "H"],
  "coordinates": [[1.887324, 0.343550, 1.685341], [0.872403, 1.400563, 0.564154], [-0.884944, 0.295887, 0.671318], [-1.999479, 1.159301, 0.329747], [-2.876525, 1.864437, 0.106262], [-0.487656, -1.017283, -0.493105], [-0.284903, -0.297689, -2.167600], [0.771161, -1.523866, -0.097439], [-1.596842, -1.961523, -0.428965], [1.520145, -0.712061, 1.624526], [1.844875, 0.595864, 2.677999], [2.916898, 0.419151, 1.336655], [-1.047308, -0.314707, 1.660395], [0.780656, -0.130404, -2.406252], [-0.675723, -0.800743, -3.156247], [-0.740082, 0.679523, -1.906788]],
  "atomic_forces_ev_per_a": [[-0.465, -1.420, -2.275], [-1.939, -1.508, 1.318], [2.015, 0.572, 0.701], [0.313, -0.368, 0.361], [-0.032, 0.047, -0.153], [-2.002, -2.606, -1.668], [-0.270, 0.602, -0.744], [1.504, -0.614, 0.397], [0.506, 1.330, -0.335], [0.667, 1.053, -0.306], [-0.270, 1.256, 2.326], [-0.100, -0.158, -0.110], [0.483, 1.467, -1.735], [-0.396, -0.082, 0.800], [-0.075, 0.619, 2.667], [0.060, -0.188, -1.246]],
  "nbo_charge": [-0.73, 0.19, -0.65, 0.22, -0.25, 2.17, -0.88, -0.95, -0.93, 0.26, 0.21, 0.24, 0.32, 0.26, 0.28, 0.24]
}

[4]
{
  "formula": "C4H7NO3",
  "method": "wB97M-V/def2-TZVPD",
  "homo_lumo_gap_ev": [8.9281, 7.6112],
  "total_energy_ha": -436.83749,
  "species": ["C", "C", "C", "C", "N", "O", "O", "O", "H", "H", "H", "H", "H", "H", "H"],
  "coordinates": [[0.572125, 0.366725, 1.283851], [0.218005, -0.156445, -1.112584], [-1.039105, 0.620049, -0.547025], [1.276891, 0.168983, 0.008469], [-2.059588, -0.032043, 0.058764], [-3.022296, 0.708870, 0.259366], [-1.942998, -1.229224, 0.319868], [2.159246, -0.876227, 0.266812], [0.736918, 0.989472, 2.025474], [0.212506, -0.560321, 1.644905], [0.039740, -1.243743, -1.329926], [0.582040, 0.245002, -2.035816], [-1.298399, 1.671254, -0.819804], [1.994985, 0.966683, -0.332755], [1.569936, -1.639034, 0.310404]],
  "atomic_forces_ev_per_a": [[-2.098, -1.956, -3.648], [-0.760, 0.603, 1.434], [3.819, 0.825, -1.281], [0.995, 0.554, -1.602], [-0.716, -0.239, 0.039], [-0.958, -0.857, 0.696], [-0.677, 0.111, 0.247], [0.565, -1.367, -0.262], [1.157, 3.545, 3.034], [-0.894, -0.870, 0.189], [-0.012, 0.939, 0.803], [-0.140, 0.506, -0.618], [0.508, -1.182, 0.314], [-1.266, -0.163, 0.450], [0.476, -0.450, 0.204]],
  "nbo_charge": [-0.20, -0.49, 0.02, 0.03, 0.42, -0.39, -0.43, -0.68, 0.18, 0.18, 0.24, 0.23, 0.24, 0.20, 0.46]
}

[5]
{
  "formula": "C4H7NO3",
  "method": "wB97M-V/def2-TZVPD",
  "homo_lumo_gap_ev": 8.6685,
  "total_energy_ha": -436.86727,
  "species": ["C", "C", "C", "C", "H", "H", "H", "H", "H", "H", "H", "N", "O", "O", "O"],
  "coordinates": [[-0.417267, -1.079292, -0.844140], [0.546846, -0.401047, 0.059962], [0.954576, 1.050197, -0.195439], [-0.020305, 1.477359, 0.841150], [0.213436, -2.443194, -2.254174], [-1.220482, -0.515033, -1.227985], [-0.898705, -1.988555, -0.343627], [1.442310, -1.066381, 0.274038], [2.039064, 1.320432, -0.057712], [0.762065, 1.501823, -1.203776], [-1.819378, 1.259960, 2.437303], [0.013825, 0.241421, 1.406644], [0.569572, -1.536791, -1.783741], [-0.903259, 2.303694, 1.009621], [-1.262296, -0.124593, 1.881877]],
  "atomic_forces_ev_per_a": [[1.017, -2.839, 1.082], [1.215, 1.150, 3.349], [1.945, 2.139, -3.126], [-0.861, -0.001, -0.113], [1.309, 3.579, 1.709], [-0.656, 1.076, -0.777], [0.661, 1.281, -0.286], [-1.486, 0.629, -0.164], [-1.084, -0.484, 0.372], [-0.232, -0.659, 0.696], [2.229, -3.663, -2.614], [-1.978, -1.486, 0.226], [-2.068, -3.659, -2.801], [0.895, 0.210, 0.314], [-0.906, 2.728, 2.133]],
  "nbo_charge": [-0.09, -0.05, -0.51, 0.64, 0.48, 0.19, 0.19, 0.23, 0.25, 0.25, 0.47, -0.15, -0.73, -0.59, -0.58]
}

[6]
{
  "formula": "C4H7NO3",
  "method": "wB97M-V/def2-TZVPD",
  "homo_lumo_gap_ev": [8.1567, 8.1559],
  "total_energy_ha": -437.00186,
  "species": ["C", "C", "C", "C", "N", "O", "O", "O", "H", "H", "H", "H", "H", "H", "H"],
  "coordinates": [[0.225497, -0.311586, -0.433427], [0.914874, -1.264115, 0.506124], [-1.196332, 0.327042, 0.750360], [-2.000591, 0.709082, -0.600283], [1.001725, 0.845245, -0.749843], [-0.616860, 1.414434, 1.333476], [-1.784267, -0.534665, 1.396411], [-2.476559, 0.439270, -1.609628], [0.113955, 1.705100, 0.745172], [-0.216711, -0.811363, -1.297483], [0.775917, 1.266911, -1.640090], [2.001242, 0.727704, -0.646257], [0.204688, -1.994403, 0.890162], [1.328337, -0.727942, 1.362304], [1.725087, -1.790713, -0.006999]],
  "atomic_forces_ev_per_a": [[-1.092, 0.357, 1.072], [0.023, 0.021, -0.051], [2.576, -1.153, -0.080], [-1.618, 0.207, -1.573], [-0.155, 0.114, -0.078], [-0.321, 0.049, -0.108], [-0.269, 0.397, -0.447], [0.965, 0.140, 1.284], [-0.110, -0.128, 0.012], [-0.093, 0.038, 0.053], [0.163, -0.079, -0.008], [-0.070, -0.004, -0.021], [-0.006, 0.014, -0.055], [0.015, 0.026, -0.024], [-0.006, 0.002, 0.023]],
  "nbo_charge": [-0.06, -0.65, 0.55, 0.67, -0.87, -0.71, -0.64, -0.42, 0.50, 0.18, 0.38, 0.39, 0.25, 0.22, 0.21]
}

[7]
{
  "formula": "C4H7NO3",
  "method": "wB97M-V/def2-TZVPD",
  "smiles": "N/C(=C\\C(=O)O)CO",
  "homo_lumo_gap_ev": 9.2686,
  "total_energy_ha": -436.99494,
  "species": ["N", "C", "C", "C", "O", "O", "C", "O", "H", "H", "H", "H", "H", "H", "H"],
  "coordinates": [[0.222775, -0.526988, 1.260873], [0.228715, 0.510291, 0.302776], [-0.361256, 0.476837, -0.935796], [-0.464065, -0.919527, -1.401805], [-0.428930, -1.205621, -2.582447], [-0.600893, -2.055583, -0.409157], [0.198192, 1.876687, 1.013882], [1.024954, 1.859353, 2.193443], [-0.151346, -1.414892, 1.241891], [0.826426, -0.287245, 2.041031], [-0.296364, 1.150630, -1.663045], [-0.937467, -2.537520, -1.411498], [0.459834, 2.718540, 0.250552], [-0.943542, 2.110600, 1.172222], [1.912477, 1.497882, 2.053670]],
  "atomic_forces_ev_per_a": [[2.383, 4.430, -0.106], [-3.405, 0.019, 1.801], [1.520, -5.772, 3.861], [0.131, 0.145, 0.375], [-0.466, -0.566, 0.865], [-1.712, 0.593, -7.768], [0.488, 0.902, -1.543], [-1.105, 0.647, -0.103], [-0.616, -1.788, -0.800], [-0.721, -0.200, -0.001], [0.093, 2.992, -2.513], [1.270, 0.333, 4.404], [0.120, -1.357, 1.354], [2.393, -0.715, 0.759], [-0.372, 0.336, -0.586]],
  "nbo_charge": [-0.79, 0.26, -0.45, 0.74, -0.60, -0.77, -0.11, -0.73, 0.43, 0.39, 0.23, 0.52, 0.18, 0.23, 0.48]
}

[8]
{
  "formula": "C4H7NO3",
  "method": "wB97M-V/def2-TZVPD",
  "smiles": "CC1=NCC(=O)O1.O",
  "homo_lumo_gap_ev": 10.5922,
  "total_energy_ha": -437.03246,
  "species": ["C", "C", "N", "C", "C", "O", "O", "H", "H", "H", "H", "H", "O", "H", "H"],
  "coordinates": [[-2.377011, 0.072948, -0.263374], [-0.946434, -0.181580, 0.038864], [-0.417259, -1.298828, 0.329176], [0.998597, -1.172336, 0.601493], [1.323999, 0.297077, 0.761390], [2.011908, 0.837777, 1.583201], [-0.182138, 0.946003, 0.174202], [-2.458800, 0.613453, -1.217130], [-2.920665, -0.875288, -0.313094], [-2.820631, 0.711340, 0.513238], [1.266306, -1.713477, 1.518608], [1.594421, -1.600135, -0.219374], [1.797593, 0.755916, -1.221580], [0.677915, 1.155717, -1.191850], [2.452195, 1.451418, -1.093771]],
  "atomic_forces_ev_per_a": [[-0.304, -0.053, -0.253], [0.969, 0.589, 1.305], [-0.240, -0.499, -0.627], [-0.184, -0.173, -0.398], [0.066, 0.352, 2.361], [-1.931, -0.432, -2.788], [0.929, -0.370, 0.246], [-0.060, -0.186, 0.226], [0.138, 0.234, -0.051], [0.208, -0.174, -0.178], [-0.048, 0.359, -0.129], [-0.203, 0.203, 0.213], [-3.411, 0.804, -0.226], [4.427, -1.058, 0.471], [-0.357, 0.403, -0.169]],
  "nbo_charge": [-0.67, 0.55, -0.48, -0.38, 0.86, -0.52, -0.65, 0.23, 0.24, 0.24, 0.24, 0.25, -0.95, 0.54, 0.49]
}

[9]
{
  "formula": "C4H7NO3",
  "method": "wB97M-V/def2-TZVPD",
  "homo_lumo_gap_ev": 8.5047,
  "total_energy_ha": -437.02741,
  "species": ["C", "C", "C", "N", "C", "O", "O", "O", "H", "H", "H", "H", "H", "H", "H"],
  "coordinates": [[-0.193296, 0.412113, -0.028286], [-0.615795, 0.539475, -1.468717], [0.920236, -0.415056, 0.312362], [1.919309, -0.029456, 1.115400], [-1.024132, -1.366442, 0.383184], [-0.245411, 1.597744, 0.725674], [0.671173, -1.675731, 0.135349], [-1.794681, -1.833692, -0.398479], [-0.856718, 2.209394, 0.302804], [2.016201, 0.946332, 1.343965], [2.471650, -0.717888, 1.599997], [-1.083631, -1.373828, 1.475313], [-0.386269, -0.366404, -2.023025], [-1.696828, 0.687893, -1.538780], [-0.101807, 1.385545, -1.936762]],
  "atomic_forces_ev_per_a": [[-0.526, -0.679, -0.143], [0.127, 0.114, 0.080], [-0.345, -0.661, 0.952], [-0.055, 0.032, -0.390], [-0.246, 1.113, -0.523], [-0.009, -0.166, -0.094], [0.347, 0.428, 0.025], [0.345, 0.121, 0.197], [0.037, -0.049, -0.003], [0.032, -0.041, -0.078], [-0.076, 0.019, -0.058], [0.368, -0.198, -0.019], [0.018, 0.001, 0.034], [0.021, -0.007, 0.052], [-0.039, -0.028, -0.032]],
  "nbo_charge": [0.07, -0.65, 0.59, -0.77, 0.50, -0.72, -0.58, -0.60, 0.48, 0.42, 0.41, 0.15, 0.25, 0.22, 0.21]
}

[10]
{
  "formula": "C4H7NO3",
  "method": "wB97M-V/def2-TZVPD",
  "smiles": "C=C(NCO)C(=O)O",
  "homo_lumo_gap_ev": 10.8673,
  "total_energy_ha": -436.99565,
  "species": ["C", "C", "N", "C", "O", "C", "O", "O", "H", "H", "H", "H", "H", "H", "H"],
  "coordinates": [[0.466397, -1.638645, -0.607605], [0.713094, -0.510647, -0.005252], [-0.597966, 0.368777, 0.887201], [-1.746557, 0.431526, 0.081264], [-1.413159, 0.928901, -1.183304], [1.951302, 0.333806, 0.011115], [2.962599, 0.088174, -0.515547], [1.828850, 1.154936, 1.010127], [-0.345605, -2.357147, -0.545530], [1.310065, -2.086465, -1.267640], [-0.652645, -0.199871, 1.703614], [-1.976514, -0.619971, -0.145378], [-2.485270, 1.137357, 0.403743], [-0.899325, 1.817050, -1.043263], [0.884739, 1.152224, 1.216448]],
  "atomic_forces_ev_per_a": [[2.143, -2.020, -1.507], [-3.790, 1.798, 0.648], [4.839, -0.933, -0.873], [0.363, -1.212, -1.943], [1.902, 2.762, -0.576], [-1.908, -1.431, 2.062], [2.327, -0.489, -2.238], [1.140, 2.058, 0.749], [-0.409, 0.756, 0.223], [-1.220, 1.028, 1.267], [-0.652, -0.453, 0.687], [-1.427, 0.441, 0.166], [-0.848, -0.443, 1.320], [-1.450, -2.343, -0.412], [-1.011, 0.479, 0.427]],
  "nbo_charge": [-0.38, 0.05, -0.71, 0.08, -0.71, 0.72, -0.55, -0.66, 0.23, 0.25, 0.38, 0.16, 0.19, 0.46, 0.51]
}

Energy relative to the best compared isomer or geometry (same formula, charge and spin) (kJ/mol)
303.8, 448.8, 211.3, 803.1, 725.0, 371.6, 389.8, 291.3, 304.5, 387.9